159
Properties=species:S:1:pos:R:3:forces:R:3:lowdin_charge:R:1 method="wB97M-V/def2-TZVPD" smiles=COC[C@H](C)N.COC[C@H](C)N.COC[C@H](C)N.COCCNCCOC.COCCNCCOC.COCCNCCOC.COCCNCCOC.CC(C)O orbital_gap_ev=9.16 relative_energy_ev=1.7928 total_charge=0
C 0.581256 -0.362255 3.582135 -0.5148 1.1562 -0.0597 -0.109
O 1.458646 0.420305 4.370855 0.6250 -0.3570 -0.1482 -0.230
C 2.077046 -0.378955 5.362405 1.2633 0.7644 0.8879 -0.164
C 3.121336 0.423575 6.256655 -0.6480 0.6445 -2.1372 -0.417
C 4.255976 1.110425 5.446425 -0.7686 0.5286 -0.4682 -0.031
N 3.673816 -0.476695 7.219585 0.0220 -0.2740 0.7146 0.031
H -0.259084 -0.667795 4.205495 -0.0057 -0.6119 0.0397 0.095
H 1.076346 -1.176345 3.052745 0.0910 -0.1885 0.2220 0.089
H 0.150836 0.321575 2.850555 0.1102 -0.0933 -0.2193 0.077
H 1.300386 -0.787865 6.008695 -0.0540 -0.1729 0.2347 0.123
H 2.633336 -1.200165 4.910465 0.0119 -0.1958 -0.1683 0.121
H 2.587456 1.243825 6.736525 -0.3031 0.0103 0.0348 0.119
H 4.250826 0.880715 4.380915 -0.0296 -0.3320 0.0605 0.048
H 5.271526 0.978685 5.819775 -0.1259 -0.3858 0.2075 0.074
H 4.064036 2.182975 5.476175 0.0826 0.1048 -0.0055 0.074
H 3.055496 -0.402135 8.014715 0.0617 -0.5384 0.4395 0.077
H 4.536746 -0.046435 7.520115 0.2467 -0.2722 0.2570 0.065
C -2.489744 0.462165 -1.681895 1.3117 -0.3229 0.4543 -0.096
O -1.483474 0.059395 -0.748555 -0.0386 -0.6400 0.4706 -0.213
C -0.398214 -0.661205 -1.370675 -0.8312 0.7958 0.7288 -0.173
C 0.759146 -0.851085 -0.364995 -1.1632 2.3801 0.0067 -0.448
C 1.367656 0.485685 0.068305 -0.7365 0.1282 0.1476 -0.042
N 1.766896 -1.640365 -0.897645 1.2821 -2.3344 -0.0794 0.083
H -1.923134 1.126675 -2.334185 -0.7624 0.1539 -0.6833 0.078
H -3.313474 0.978315 -1.188785 0.3093 0.0616 0.2164 0.079
H -2.888144 -0.423175 -2.177405 -0.0589 0.1002 -0.4076 0.077
H -0.739624 -1.620485 -1.759665 -0.1510 -0.3977 0.1664 0.113
H -0.095564 -0.092965 -2.250225 0.5037 0.2661 -0.1969 0.118
H 0.345596 -1.303365 0.536405 -0.1056 -0.2804 -0.0734 0.114
H 0.553076 1.209305 0.037775 0.2406 0.4149 0.2834 0.071
H 2.201926 0.812505 -0.552405 -0.1508 -0.1067 -0.3383 0.062
H 1.759766 0.388685 1.080705 -0.0446 0.1576 0.0553 0.050
H 1.430436 -2.588945 -0.813465 0.3597 -0.5642 -0.4604 0.048
H 2.014646 -1.444465 -1.856995 0.0482 0.1566 -0.1342 0.051
C -6.409784 -0.480785 -3.722005 0.2265 0.4445 -0.7258 -0.104
O -5.419524 -0.721285 -4.734855 0.4456 0.5321 0.5418 -0.201
C -4.901934 0.427275 -5.476005 -0.0320 -0.7639 1.1913 -0.149
C -3.535634 0.033745 -6.024165 -1.6323 -2.0773 -2.0332 -0.460
C -2.398214 -0.093905 -5.093685 1.3642 0.8632 0.8133 -0.073
N -3.224664 0.673055 -7.313305 0.7132 0.8159 0.4588 0.031
H -6.522064 -1.371915 -3.104445 -0.0130 -0.1656 -0.4232 0.086
H -7.350644 -0.187165 -4.187455 -0.2785 -0.2834 -0.0468 0.083
H -6.192384 0.327435 -3.023715 0.6025 0.2668 -0.1118 0.067
H -5.617944 0.622645 -6.274295 0.1336 0.3957 -0.1169 0.122
H -4.766064 1.273945 -4.803105 -0.4135 0.2874 0.0451 0.124
H -3.694334 -1.007075 -6.306305 -0.4425 -0.5215 0.1797 0.127
H -2.542834 -0.949595 -4.434165 -0.0717 0.2749 0.1759 0.081
H -2.155214 0.814055 -4.541705 -0.4234 0.0843 0.3554 0.071
H -1.449004 -0.252805 -5.605395 -0.0944 -0.3747 -0.4841 0.074
H -3.966544 0.579045 -7.992175 -0.3689 -0.0401 0.2161 0.064
H -2.472674 0.110465 -7.684935 0.3065 0.2346 -0.2657 0.063
C 7.384516 7.531515 1.565395 -0.2150 -0.6906 -1.0435 -0.114
O 6.665776 6.792895 0.564255 1.2984 -0.7507 -0.5767 -0.223
C 7.553366 5.778485 -0.121115 -2.5864 0.8654 0.6640 -0.159
C 6.738626 5.273135 -1.312905 1.0663 0.0102 0.3456 -0.241
N 5.564766 4.490185 -0.949135 0.1019 0.1570 -0.4963 -0.038
C 4.953156 3.961255 -2.170395 -0.9905 -0.7169 -0.0483 -0.202
C 3.511246 3.398595 -1.954145 1.4975 1.0047 0.9735 -0.200
O 2.621456 4.459405 -1.587705 1.1363 -0.6925 -0.1470 -0.190
C 1.568736 3.998405 -0.770655 -0.0565 0.9364 -0.5814 -0.113
H 6.746266 8.246535 2.084505 -0.3095 -0.2746 -0.1740 0.082
H 8.142586 8.100425 1.027085 0.4773 0.0460 0.4211 0.079
H 7.786316 6.805185 2.271875 0.3827 0.2896 0.2453 0.081
H 7.695056 4.954445 0.578165 0.1842 -0.0228 0.1169 0.115
H 8.516976 6.174575 -0.441535 -0.0791 0.4065 0.0883 0.113
H 7.446966 4.677635 -1.888865 -0.0581 -0.6842 0.0239 0.114
H 6.556906 6.083315 -2.019085 -0.4792 0.5142 0.1400 0.116
H 4.910286 5.081235 -0.456765 -0.1366 0.1990 0.0154 0.107
H 5.561516 3.102645 -2.454655 0.0034 -0.0679 -0.3120 0.087
H 4.974486 4.664955 -3.002535 -0.0825 0.3195 -0.1253 0.112
H 3.681906 2.740185 -1.102395 -0.4963 -0.2848 0.2100 0.081
H 3.150536 2.781265 -2.776875 -0.0342 0.2001 -0.2293 0.114
H 1.078066 4.927485 -0.480565 -0.4595 -0.2722 0.1194 0.091
H 1.898276 3.483095 0.131535 0.1679 -0.2204 -0.0414 0.073
H 0.929186 3.375765 -1.396265 -0.4077 -0.2326 0.3739 0.085
C 4.699596 -0.807085 1.930385 -1.4698 0.2733 -1.0166 -0.095
O 5.267516 -0.865495 0.604645 0.3247 1.2229 0.5171 -0.184
C 5.463386 0.477375 0.057725 1.4995 -0.9258 -0.0540 -0.188
C 5.839126 0.391235 -1.401435 -0.6024 -0.2795 -1.2122 -0.216
N 4.674706 0.195755 -2.258585 -0.3121 -0.0561 -0.4322 -0.040
C 5.018506 -0.279635 -3.601405 -0.6061 -0.7070 0.4329 -0.212
C 3.797146 -0.595635 -4.425525 -0.1427 -0.7364 0.1075 -0.200
O 3.021636 -1.649925 -3.805275 1.0929 1.4875 0.9417 -0.228
C 1.845196 -2.030065 -4.454515 0.4825 0.2397 -0.2373 -0.117
H 4.958946 0.019265 2.592195 0.9144 0.1396 -0.3635 0.063
H 4.764516 -1.734995 2.498605 0.4651 -0.1433 -0.4934 0.089
H 3.645756 -0.627715 1.717405 -0.4512 -0.1602 0.4453 0.059
H 6.394286 0.857345 0.478605 -0.2185 0.3975 0.7527 0.121
H 4.640426 1.176535 0.206085 -0.2125 -0.2470 0.2602 0.109
H 6.538936 -0.425595 -1.577915 0.3644 -0.2782 0.3843 0.118
H 6.326876 1.282075 -1.797155 0.2030 0.2869 0.6342 0.103
H 4.186346 -0.582845 -1.839805 -0.5469 -0.1402 0.1409 0.084
H 5.563696 -1.218635 -3.505785 0.6310 -0.0900 -0.2174 0.120
H 5.551726 0.427525 -4.236785 0.4397 0.2560 0.4935 0.125
H 4.158566 -0.954325 -5.389275 -0.0874 -0.1001 -0.3093 0.120
H 3.293826 0.355675 -4.598095 -0.8726 -0.1618 0.1559 0.121
H 2.190346 -2.515555 -5.367345 -0.8063 -0.2589 -0.3840 0.092
H 1.213696 -1.163165 -4.648915 -0.1677 0.0621 -0.2880 0.083
H 1.307356 -2.696215 -3.779925 0.0522 -0.1897 -0.2160 0.072
C -12.363044 -0.216295 1.029655 1.5569 0.0473 -0.6501 -0.094
O -11.185034 -0.964815 1.350935 -0.8810 -0.0811 0.5694 -0.216
C -11.179764 -1.441085 2.702155 1.5092 -0.5802 -1.2763 -0.202
C -9.839864 -2.204315 2.819955 -0.4855 0.6773 0.3080 -0.217
N -8.707914 -1.356955 2.469015 -0.6212 0.0399 1.5433 -0.071
C -7.486854 -2.088845 2.731215 1.2802 1.3771 -2.3954 -0.205
C -6.323904 -1.239235 2.098575 -0.3787 -0.9890 0.8436 -0.205
O -6.475034 -1.098235 0.689195 0.0487 -0.4610 1.3052 -0.181
C -5.378404 -0.553385 -0.005725 -0.8517 0.3393 -0.7366 -0.113
H -12.416274 -0.260045 -0.058165 -0.5637 -0.3540 0.0026 0.083
H -12.144134 0.837405 1.202555 -0.4591 0.1827 0.6484 0.083
H -13.243204 -0.602415 1.543785 -0.0813 0.1695 -0.1380 0.085
H -12.022464 -2.114905 2.856835 -0.1619 -0.0344 0.1601 0.114
H -11.191124 -0.617145 3.415665 -0.0690 0.1262 0.0647 0.121
H -9.769934 -3.114095 2.223695 -0.6818 -0.2798 -0.3037 0.112
H -9.747634 -2.535055 3.854455 0.1615 0.0909 0.2024 0.115
H -8.785604 -1.076495 1.501855 0.1791 -0.0947 -0.0984 0.103
H -7.559694 -3.040455 2.204675 0.4217 -0.5776 0.2229 0.111
H -7.222324 -2.215295 3.781045 -0.4661 -0.0096 0.0899 0.119
H -5.362394 -1.685645 2.352205 0.1960 -0.3063 -0.1992 0.111
H -6.363984 -0.311075 2.668675 0.0029 0.6312 -0.4870 0.116
H -5.075594 0.421715 0.375825 -0.1191 0.2018 0.0953 0.089
H -5.836054 -0.465905 -0.991125 0.5789 0.4675 -0.2001 0.063
H -4.471114 -1.144335 -0.131025 -0.0540 -0.6206 0.5303 0.080
C 3.444566 -5.297545 -3.025475 0.4031 -0.0650 -0.8576 -0.103
O 2.537816 -6.332995 -2.651965 0.3451 0.5299 -0.5712 -0.181
C 1.278986 -5.848505 -2.245195 0.4298 0.6803 2.4533 -0.176
C 1.409406 -5.447805 -0.657525 0.0336 -0.6368 -1.5111 -0.183
N 0.354236 -4.661005 -0.109165 -2.1128 0.5295 0.1178 -0.086
C -0.997944 -5.253335 -0.128375 0.3187 0.0667 -0.4938 -0.194
C -2.119204 -4.271745 0.248805 0.7861 -1.0692 -0.3353 -0.211
O -2.212714 -4.021755 1.633785 -0.4488 0.1911 0.5973 -0.180
C -1.428264 -2.950585 2.169885 -0.3812 -0.2828 -0.9921 -0.090
H 4.333716 -5.706255 -3.505545 0.1855 -0.7398 0.7583 0.087
H 3.747826 -4.614315 -2.232175 -0.1735 -0.1523 0.2598 0.086
H 3.139016 -4.699835 -3.884245 -1.0743 0.3083 0.1422 0.070
H 0.535616 -6.635835 -2.370105 0.2145 -0.1764 0.0998 0.109
H 0.937466 -5.007635 -2.848855 0.1235 0.3296 0.0117 0.102
H 2.280186 -4.823435 -0.457515 0.4874 -0.4132 -0.5324 0.104
H 1.502606 -6.376175 -0.094015 0.3454 -0.4454 -0.1805 0.112
H 0.538076 -4.520855 0.874025 0.4013 0.1926 0.0546 0.094
H -1.081844 -6.183315 0.433945 0.0973 0.0307 0.9671 0.120
H -1.228394 -5.691335 -1.099525 0.1156 0.6973 -0.6270 0.108
H -2.988074 -4.836145 -0.089745 -0.5859 0.3859 0.4838 0.119
H -2.050264 -3.368905 -0.358015 0.1079 0.2915 0.1015 0.113
H -1.732994 -1.992935 1.747815 0.0711 0.1501 -0.4347 0.081
H -0.390394 -3.156525 1.908115 0.2074 0.4400 0.4989 0.062
H -1.609984 -2.829265 3.237755 0.1437 -0.6620 -0.0039 0.088
C 0.977046 3.741965 3.194095 -0.4962 0.6369 -0.1993 -0.052
C 0.258506 3.636925 4.530355 -1.5426 -0.8205 -0.0857 -0.468
C -1.063944 2.798735 4.487865 0.2048 0.1553 -0.5740 -0.034
O 1.108416 2.974705 5.428535 0.4207 0.4859 0.5605 -0.065
H 0.387296 4.251605 2.432145 -0.1598 0.2477 0.0751 0.075
H 1.223066 2.783175 2.737715 0.2379 -0.2193 0.3706 0.067
H 1.859906 4.346295 3.402525 0.2410 -0.2245 -0.3580 0.087
H 0.048446 4.638085 4.906715 0.0848 0.0150 0.1324 0.133
H -1.860134 3.227085 3.879015 0.1256 0.2013 -0.2203 0.072
H -1.527984 2.559545 5.444715 0.4310 0.4412 0.3373 0.076
H -0.818984 1.825275 4.063055 -0.0057 -0.0053 -0.1896 0.043
H 1.276856 2.155775 4.956745 0.3596 -0.7153 0.2216 0.029